--- A ---
DFT (wB97M-V/def2-TZVPD) results for a 2-piece molecular cluster, H2N2O4P overall.

The geometry in ORCA input format:
```
! wB97M-V def2-TZVPD RIJCOSX def2/J DEFGRID3
* xyz -1 1
P 0.06 -0.45 -0.47
O -1.20 1.39 0.70
O -0.41 -1.76 -0.96
O -2.17 0.69 -1.18
O 1.96 1.05 -1.69
N -1.31 0.60 -0.27
N 0.69 -0.52 1.09
H 1.19 -1.32 1.30
H 1.20 0.31 1.48
*
```

* E_HOMO (alpha / beta): -4.4 / -3.8 eV

--- B ---
DFT (wB97M-V/def2-TZVPD) results for an isolated ion of composition H2N2O4P and charge -1.

The geometry in ORCA input format:
```
! wB97M-V def2-TZVPD RIJCOSX def2/J DEFGRID3
* xyz -1 1
P -1.52 -0.71 -0.08
O -1.77 -1.27 1.64
O -2.01 1.81 -0.07
O -1.68 -1.60 -1.24
O -3.76 0.64 0.02
N -0.01 -0.11 -0.17
N -2.56 0.73 -0.07
H 0.12 0.36 0.69
H -0.07 0.42 -1.04
*
```

* E_HOMO: -4.8 eV

Energy ordering: B at the bottom, the next structure 423.7 kJ/mol above.

--- A ---
DFT (wB97M-V/def2-TZVPD) results for a 2-piece molecular cluster, C3H8O3 overall.

The geometry in ORCA input format:
```
! wB97M-V def2-TZVPD RIJCOSX def2/J DEFGRID3
* xyz 0 1
O 0.90 -2.18 -2.35
O -1.72 -0.13 1.39
O -1.09 -1.40 -0.31
C 0.49 0.24 0.43
C -0.83 -0.49 0.42
C 0.44 1.66 1.00
H 1.23 -0.42 0.87
H -2.33 0.57 1.18
H 0.77 -2.52 -3.24
H -0.18 2.29 0.37
H 0.06 -1.75 -2.14
H 1.47 2.03 1.00
H 0.06 1.77 2.01
H 0.72 0.33 -0.64
*
```

* E_HOMO: -10.7 eV

--- B ---
DFT (wB97M-V/def2-TZVPD) results for C3H8O3 as an isolated structure.

The geometry in ORCA input format:
```
! wB97M-V def2-TZVPD RIJCOSX def2/J DEFGRID3
* xyz 0 1
O -1.93 0.29 -0.40
O 1.15 0.46 -2.21
O 0.47 -0.34 0.59
C -0.63 0.58 -0.61
C 0.00 -0.17 -1.69
C 0.47 -0.45 1.99
H -0.48 -0.18 2.48
H 1.86 0.33 -1.57
H 1.25 0.15 2.46
H -2.24 0.71 0.41
H -0.68 -0.49 -2.48
H 0.69 -1.48 2.31
H 0.36 -1.00 -0.92
H -0.29 1.59 -0.37
*
```

* E_HOMO: -9.3 eV

Energy ordering: A at the bottom, the next structure 291.7 kJ/mol above.

--- A ---
DFT (wB97M-V/def2-TZVPD) results for a 2-piece molecular cluster, C3H8O3 overall.

The geometry in ORCA input format:
```
! wB97M-V def2-TZVPD RIJCOSX def2/J DEFGRID3
* xyz 0 1
O 0.09 -1.10 2.31
O 1.12 3.62 -0.32
O 1.01 0.48 0.99
C -0.04 -1.02 -1.38
C 0.20 -0.46 1.15
C -0.70 -0.99 0.09
H -0.60 -1.82 2.34
H -0.52 -1.80 -1.99
H -1.61 -0.37 0.12
H 0.83 2.79 0.11
H -0.12 -0.06 -1.91
H 1.03 -1.27 -1.26
H -0.98 -2.02 0.40
H 0.29 4.02 -0.67
*
```

* E_HOMO: -10.6 eV

--- B ---
DFT (wB97M-V/def2-TZVPD) results for one molecule with the formula C3H8O3.

The geometry in ORCA input format:
```
! wB97M-V def2-TZVPD RIJCOSX def2/J DEFGRID3
* xyz 0 1
O 1.07 -1.55 -0.87
O -1.26 1.24 -0.30
O -2.29 1.13 0.73
C -0.87 -0.10 -0.61
C 1.15 0.04 0.91
C 0.66 -0.23 -0.51
H 0.68 -0.65 1.62
H -1.19 -0.32 -1.63
H 0.94 1.07 1.22
H 0.86 -1.67 -1.82
H -1.36 -0.84 0.04
H 2.23 -0.13 0.97
H -1.76 1.54 1.45
H 1.14 0.48 -1.19
*
```

* E_HOMO: -10.1 eV

Energy ordering: A at the bottom, the next structure 304.5 kJ/mol above.

--- A ---
DFT (wB97M-V/def2-TZVPD) results for an isolated ion of composition C11H12NO and charge +1.

The geometry in ORCA input format:
```
! wB97M-V def2-TZVPD RIJCOSX def2/J DEFGRID3
* xyz 1 1
O 1.61 2.14 0.42
N 0.95 -0.33 -0.01
C 2.07 0.93 0.17
C -3.37 1.19 0.23
C 1.70 -1.54 0.15
C 3.22 0.37 0.17
C -2.13 1.76 -0.12
C -0.39 -0.16 -0.06
C -0.88 1.22 -0.29
C -1.26 -1.21 -0.05
C 3.20 -1.17 -0.14
C -3.59 -0.10 0.31
C -2.66 -1.21 0.10
H 1.59 -1.95 1.20
H 3.90 -1.57 0.62
H -2.33 2.83 -0.37
H -4.18 1.89 0.01
H -3.14 -2.17 0.02
H 4.14 0.95 0.23
H -0.91 -2.23 -0.43
H -0.14 1.78 -0.81
H 3.60 -1.49 -1.13
H 1.45 -2.28 -0.60
H -4.61 -0.36 0.43
H 2.16 2.72 -0.04
*
```

* E_HOMO (alpha / beta): -12.4 / -12.4 eV

--- B ---
DFT (wB97M-V/def2-TZVPD) results for an isolated ion of composition C11H12NO and charge +1.

The geometry in ORCA input format:
```
! wB97M-V def2-TZVPD RIJCOSX def2/J DEFGRID3
* xyz 1 1
O -0.14 2.01 2.22
N 0.93 -1.75 -1.64
C 0.77 1.42 -0.30
C -0.63 -0.66 -0.05
C -0.13 0.54 0.49
C -0.65 0.87 1.73
C -1.61 0.10 2.41
C -0.22 -0.96 -1.45
C -0.89 -0.57 -2.52
C -2.15 -1.01 1.79
C 2.28 1.13 -0.37
C 1.87 -2.45 -1.62
C -1.60 -1.46 0.57
H -0.41 -0.70 -3.49
H -2.94 -1.74 2.06
H 0.54 2.45 0.17
H 0.37 1.57 -1.30
H -1.98 -2.32 0.12
H 2.92 -2.58 -1.81
H 2.50 1.10 -1.41
H -0.40 2.13 3.12
H 2.62 2.04 -0.03
H 2.61 0.33 0.22
H -1.99 0.47 3.28
H -1.69 0.06 -2.21
*
```

* E_HOMO: -11.8 eV

Energy ordering: A at the bottom, the next structure 70.1 kJ/mol above.

--- A ---
DFT (wB97M-V/def2-TZVPD) results for one molecule with the formula C5H11N3.

The geometry in ORCA input format:
```
! wB97M-V def2-TZVPD RIJCOSX def2/J DEFGRID3
* xyz 0 1
N 2.12 1.06 0.46
N -0.43 1.84 -0.44
N -2.08 0.29 0.05
C 2.54 -1.15 -0.36
C -0.71 0.52 -0.10
C 1.67 -0.21 0.03
C -2.60 -1.06 0.09
C 0.23 -0.44 0.02
H 0.56 2.04 -0.40
H -3.68 -1.00 0.22
H 1.70 1.33 1.34
H -0.06 -1.47 0.08
H -2.39 -1.63 -0.83
H 3.60 -0.99 -0.32
H -2.17 -1.58 0.94
H 2.20 -2.09 -0.76
H 3.13 1.09 0.52
H -2.63 0.92 -0.52
H -1.01 2.53 0.00
*
```

* E_HOMO: -7.2 eV

--- B ---
DFT (wB97M-V/def2-TZVPD) results for a 2-piece molecular cluster, C5H11N3 overall.

The geometry in ORCA input format:
```
! wB97M-V def2-TZVPD RIJCOSX def2/J DEFGRID3
* xyz 0 1
N -0.53 0.71 0.21
N -2.16 -1.00 0.25
N -2.59 0.94 -0.86
C 2.44 -0.59 -0.37
C 0.08 1.73 -0.61
C 1.40 -2.05 1.51
C 1.85 -1.29 0.56
C -1.76 0.15 -0.10
H -0.03 1.56 -1.68
H 1.16 1.71 -0.38
H -3.54 0.58 -0.87
H 1.98 -0.46 -1.34
H 0.16 0.01 0.53
H -0.36 2.71 -0.38
H -1.44 -1.56 0.71
H 1.49 -3.13 1.47
H -2.53 1.94 -0.71
H 0.88 -1.64 2.37
H 3.49 -0.33 -0.30
*
```

* E_HOMO: -8.5 eV

--- C ---
DFT (wB97M-V/def2-TZVPD) results for one molecule with the formula C5H11N3.

The geometry in ORCA input format:
```
! wB97M-V def2-TZVPD RIJCOSX def2/J DEFGRID3
* xyz 0 1
N 1.93 1.69 2.59
N 0.82 -0.12 -0.41
N 0.93 0.39 0.91
C -0.50 -0.69 -0.75
C -0.19 0.80 -0.91
C -1.44 -1.06 0.31
C -0.28 -1.54 -2.05
C 1.24 1.70 1.51
H 1.91 2.68 3.17
H 0.95 2.59 0.81
H -0.25 0.92 -2.10
H 0.23 -1.15 -2.91
H -1.34 -1.76 -2.35
H -1.07 -1.97 0.82
H -2.57 -0.93 0.19
H 1.51 -0.20 1.70
H -0.07 -2.48 -1.52
H -1.23 -0.38 1.26
H -0.57 1.50 -0.25
*
```

* E_HOMO: -8.1 eV

Energy ordering: A at the bottom, the next structure 127.6 kJ/mol above.

--- A ---
DFT (wB97M-V/def2-TZVPD) results for one molecule with the formula C5H11N3.

The geometry in ORCA input format:
```
! wB97M-V def2-TZVPD RIJCOSX def2/J DEFGRID3
* xyz 0 1
N 1.15 -0.94 0.04
N 2.52 -0.98 0.08
N -1.10 -2.32 -0.10
C 1.23 1.51 0.09
C 0.51 0.18 0.03
C -1.74 1.39 -0.11
C -0.93 0.12 -0.06
C -1.58 -1.06 0.15
H 2.85 -1.86 -0.29
H -0.09 -2.35 -0.14
H 0.55 2.34 0.20
H 1.91 1.51 0.95
H -2.79 1.16 -0.30
H -1.57 -3.09 0.35
H -2.65 -1.04 0.33
H 1.82 1.66 -0.81
H -1.69 1.93 0.84
H -1.40 2.05 -0.90
H 3.01 -0.20 -0.34
*
```

* E_HOMO: -7.0 eV

--- B ---
DFT (wB97M-V/def2-TZVPD) results for one molecule with the formula C5H11N3.

The geometry in ORCA input format:
```
! wB97M-V def2-TZVPD RIJCOSX def2/J DEFGRID3
* xyz 0 1
N -1.71 -0.36 1.50
N 0.65 1.20 -0.63
N -1.28 -1.03 -0.95
C -0.09 -1.11 -0.22
C 1.47 0.69 -1.79
C -0.32 -0.27 1.10
C 0.43 1.11 0.83
C 0.98 -0.13 -0.74
H -1.12 -0.15 -1.69
H 0.31 -2.27 -0.30
H 1.26 1.07 1.51
H 1.72 -0.63 0.02
H -2.37 0.33 1.06
H -2.09 -1.06 -0.47
H -1.50 0.19 2.49
H -0.22 1.89 1.08
H 1.11 0.60 -2.79
H 2.60 0.71 -1.90
H 0.17 -0.75 1.90
*
```

* E_HOMO: -8.4 eV

Energy ordering: A at the bottom, the next structure 499.8 kJ/mol above.